Entry from the Open Molecules 2025 dataset: 2 unconnected molecules or ions with the total composition C4H13NO3 at a distorted geometry (ωB97M-V/def2-TZVPD).

As for the gap between HOMO and LUMO: 10.1 eV. As for the total charge: 0. The calculation puts the HOMO energy at -9.430 eV. The calculation puts the electronic energy at -440.645121 a.u.

The geometry in XYZ format:
```
21
Properties=species:S:1:pos:R:3:forces:R:3
C -1.54482 1.03824 -1.65946 0.257 -1.343 0.297
N -1.00249 -0.21394 -1.06640 0.337 0.566 -0.455
C 0.22558 0.03136 -0.30053 0.215 0.657 0.075
C 0.50922 -1.17829 0.57578 -0.465 -0.880 0.777
O 1.01400 -0.85160 1.87934 0.971 -0.195 -1.068
C 1.43885 0.44353 -1.14168 -0.638 -0.813 -0.054
O 2.60020 0.53931 -0.36777 0.719 0.229 0.046
H -2.42308 0.79336 -2.24786 -0.217 0.033 0.073
H -0.84250 1.53264 -2.31532 0.221 0.454 -0.084
H -1.81250 1.64753 -0.80723 -0.145 0.558 -0.078
H -0.73310 -0.84885 -1.81534 -0.330 -0.028 -0.020
H 0.04482 0.87678 0.37915 -0.252 -0.187 0.079
H 1.18944 -1.94756 0.20076 0.202 0.474 -0.451
H -0.44948 -1.69076 0.67928 -0.073 0.003 0.119
H 0.27414 -0.55079 2.37517 -0.957 0.469 0.782
H 1.27735 1.38246 -1.67306 -0.042 0.085 0.076
H 1.54146 -0.34724 -1.90465 0.312 0.110 0.005
H 2.45392 0.33012 0.56258 -0.293 -0.092 -0.090
O -2.59762 -0.02317 1.84045 0.153 -0.054 0.274
H -2.75490 0.80850 2.29502 -0.065 0.050 -0.016
H -2.60679 0.18160 0.90250 0.090 -0.097 -0.284
```
Forces are in eV/Å.

From a Löwdin analysis of the wavefunction, the atomic charges in e read: number 1, C, carries -0.10; number 2, N, carries -0.09; number 3, C, carries -0.36; number 4, C, carries -0.21; number 5, O, carries -0.05; number 6, C, carries -0.24; number 7, O, carries -0.04; number 8, H, carries 0.08; number 9, H, carries 0.06; number 10, H, carries 0.07; number 11, H, carries 0.11; number 12, H, carries 0.15; number 13, H, carries 0.13; number 14, H, carries 0.11; number 15, H, carries 0.06; number 16, H, carries 0.11; number 17, H, carries 0.13; number 18, H, carries 0.08; number 19, O, carries -0.05; number 20, H, carries 0.04; number 21, H, carries 0.01



Entry from the Open Molecules 2025 dataset: 4 unconnected molecules or ions with the total composition C4H13NO3 at a distorted geometry (ωB97M-V/def2-TZVPD).

As for the gap between HOMO and LUMO: 5.4 eV. As for the total charge: 0. The calculation puts the HOMO energy at -8.935 eV. The calculation puts the electronic energy at -440.457621 a.u.

The geometry in XYZ format:
```
21
Properties=species:S:1:pos:R:3:forces:R:3
N -0.48142 1.23960 -1.49206 -0.216 -1.286 0.605
C 0.48725 0.94089 -0.62997 1.277 0.480 -1.450
C 1.74694 0.41521 -1.03868 0.282 1.741 -0.413
C 1.05048 0.62341 1.80772 -1.057 1.867 0.496
C 0.17906 1.15479 0.75661 -0.020 -1.909 0.336
H -1.39106 0.90917 -1.02641 -1.217 0.844 0.341
H -0.35097 0.91469 -2.43415 0.317 0.137 -0.386
H 1.92736 0.42060 -2.11161 -0.131 0.030 -0.052
H 2.60133 0.81226 -0.50299 0.115 -0.238 0.244
H 0.64426 1.04564 2.72730 0.220 -0.328 0.301
H 2.07120 0.97827 1.70428 0.355 -0.570 -0.235
H -0.90556 1.32125 0.95042 -0.084 0.885 -0.032
H -0.53695 -2.03418 0.08755 -0.029 -0.237 0.163
H 1.74245 -0.76855 -0.75262 -0.815 -1.929 1.506
O -1.47283 -2.19920 0.30840 -0.055 0.619 -0.155
H 0.92867 -0.46066 1.83412 0.323 -0.310 -0.265
H 1.52469 -2.67747 -0.56004 0.050 0.048 0.103
O 1.35411 -1.91000 0.00275 0.443 0.859 -0.971
H -3.17281 0.80622 0.33798 -0.007 0.008 0.164
H -1.87580 -1.30505 0.26897 0.052 -0.331 0.074
O -2.23580 0.64360 0.20680 0.197 -0.382 -0.374
```
Forces are in eV/Å.

From a Löwdin analysis of the wavefunction, the atomic charges in e read: number 1, N, carries 0.19; number 2, C, carries -0.33; number 3, C, carries -0.02; number 4, C, carries -0.02; number 5, C, carries 0.12; number 6, H, carries 0.06; number 7, H, carries 0.12; number 8, H, carries 0.10; number 9, H, carries 0.10; number 10, H, carries 0.09; number 11, H, carries 0.10; number 12, H, carries 0.09; number 13, H, carries -0.03; number 14, H, carries 0.07; number 15, O, carries -0.12; number 16, H, carries 0.12; number 17, H, carries 0.00; number 18, O, carries -0.28; number 19, H, carries -0.01; number 20, H, carries -0.02; number 21, O, carries -0.34



Entry from the Open Molecules 2025 dataset: 3 unconnected molecules or ions with the total composition C4H13NO3 at a distorted geometry (ωB97M-V/def2-TZVPD).

As for the gap between HOMO and LUMO: 10.9 eV. As for the total charge: 0. The calculation puts the HOMO energy at -10.169 eV. The calculation puts the electronic energy at -440.694750 a.u.

The geometry in XYZ format:
```
21
Properties=species:S:1:pos:R:3:forces:R:3
O 3.21913 -1.82055 0.30046 -1.306 0.390 -0.265
C 2.25076 -1.34091 -0.26176 2.178 -0.644 -1.483
O 1.17119 -2.04939 -0.61371 -0.145 0.248 0.502
O 2.30655 -0.17283 -0.95415 -0.378 -0.022 0.045
H 0.55406 -1.47378 -1.08982 0.103 0.018 0.056
H 3.18870 0.21086 -0.86490 -0.065 -0.211 0.255
C -1.90583 -0.26437 0.28553 0.115 0.085 -0.178
C -1.17482 0.60808 -0.73092 -0.116 0.093 0.191
C -1.80228 1.99459 -0.84065 0.118 -0.165 -0.088
H -1.87610 0.19807 1.27153 -0.011 -0.005 0.096
H -2.95145 -0.38751 0.00488 -0.068 -0.045 0.017
H -1.45206 -1.25174 0.35594 -0.026 -0.108 0.078
H -1.20129 0.12644 -1.71356 0.074 -0.008 -0.022
H -0.12894 0.71407 -0.43091 0.009 -0.064 -0.090
H -1.27369 2.60065 -1.57425 -0.015 0.095 -0.029
H -2.84632 1.92172 -1.14521 -0.059 0.043 -0.004
H -1.76271 2.51001 0.11886 -0.022 0.042 0.042
N 1.41313 -0.46371 1.75021 1.131 -0.452 0.345
H 2.37990 -0.84011 1.95701 -1.802 0.843 0.138
H 1.16598 0.36958 2.26664 0.198 -0.150 0.155
H 0.72609 -1.18918 1.90877 0.087 0.017 0.238
```
Forces are in eV/Å.

From a Löwdin analysis of the wavefunction, the atomic charges in e read: number 1, O, carries 0.06; number 2, C, carries -0.71; number 3, O, carries 0.12; number 4, O, carries 0.09; number 5, H, carries 0.10; number 6, H, carries 0.13; number 7, C, carries -0.12; number 8, C, carries -0.33; number 9, C, carries -0.12; number 10, H, carries 0.07; number 11, H, carries 0.07; number 12, H, carries 0.06; number 13, H, carries 0.10; number 14, H, carries 0.08; number 15, H, carries 0.07; number 16, H, carries 0.07; number 17, H, carries 0.07; number 18, N, carries 0.05; number 19, H, carries 0.07; number 20, H, carries 0.04; number 21, H, carries 0.04